Entry 1:
11 unconnected molecules or ions with the total composition C45H58O23 in a non-equilibrium geometry. Source: OMol25; level of theory: wB97M-V/def2-TZVPD.

Output
Kohn-Sham gap in eV: 6.2
ΔE to the lowest compared entry with this formula, charge and spin in kJ/mol: 267.4
Maximum force in eV/A: 13.32
HOMO in Eh: -0.3230
SMILES string: O=C1C=C(O)C(=O)C=C1O.O=C1C=C(O)C(=O)C=C1O.O=C1C=C(O)C(=O)C=C1O.O=C1C=C(O)C(=O)C=C1O.CC(C)=O.CC(C)=O.CC(C)=O.CC(C)=O.CC(C)=O.CC(C)=O.CC(C)=O

ORCA input file:
```
! RIJCOSX wB97M-V def2-TZVPD def2/J DEFGRID3
* xyz 0 1
H -7.18 -0.33 -2.14
H -4.80 -3.37 -0.34
C -0.87 -1.52 -4.80
H -1.14 2.53 3.70
H -5.47 -1.65 -3.87
H -4.75 -3.31 -4.02
C 6.15 -1.22 2.94
C 0.39 0.54 0.09
C -0.40 -1.94 -1.03
O -0.95 -5.84 -1.42
O -2.20 -1.39 -4.48
C 7.46 -6.28 -1.59
H 1.22 -7.62 -2.01
H -2.58 4.00 3.38
H 6.47 0.62 3.64
O 2.76 -0.31 -0.29
H 4.50 -4.03 -1.31
H -0.17 -4.33 -3.45
C -6.18 0.16 -0.39
H 0.96 -7.39 -0.41
C -5.05 -2.53 -3.28
C 7.06 -0.20 3.63
H -0.07 0.16 -3.43
H -6.11 0.88 -2.38
H 0.72 1.45 0.71
O 2.40 -0.12 -3.63
H -3.17 -0.32 -0.63
C 0.94 -2.76 -5.85
H -2.39 -0.76 -3.79
C -4.23 4.04 0.41
C -5.27 -3.94 -0.95
C -0.15 5.32 3.85
O 5.98 -2.38 3.44
H 7.57 -6.41 -2.61
C -1.39 -0.97 -0.63
O -2.39 5.31 -0.44
H 2.39 4.31 -1.88
C -0.58 4.53 2.67
H -6.44 -1.03 1.45
O -7.11 -3.07 -2.29
H -7.81 1.04 -1.66
H -4.32 2.26 -0.06
C -5.46 4.09 1.39
H 2.50 4.82 0.55
C -4.01 6.62 0.64
H 3.79 4.41 1.37
O 2.31 0.65 2.87
C 0.46 -5.15 -3.35
H 0.81 -5.70 -4.16
C -5.29 6.61 1.64
C 1.37 3.06 6.38
H 7.48 -0.63 4.60
O -5.77 7.79 2.03
H 3.80 4.54 5.12
C 2.03 -1.93 -5.06
H 2.62 2.49 -2.21
C -1.63 3.47 3.01
C 0.18 -0.65 -4.16
H 1.55 -4.68 -3.24
H 0.73 -0.78 3.72
C 1.44 -0.53 -0.44
O -1.87 1.14 -0.01
O 3.90 2.15 -0.28
H 0.94 5.26 3.94
H -6.04 -4.29 -0.36
H -3.67 7.64 0.40
C 0.53 1.92 5.98
H 2.33 -6.58 -1.07
C 2.53 3.38 5.49
O 7.15 -4.04 -0.58
H -7.76 -0.02 1.14
H -6.29 3.10 1.60
H 4.08 4.98 -0.16
H 4.42 -0.53 1.71
H 3.70 2.80 3.58
O 1.86 -2.65 -1.29
H -0.26 1.73 6.43
H 7.96 -0.09 3.09
C 1.00 0.99 4.73
H -0.73 -2.82 -1.56
C 1.60 -0.78 -4.23
C -5.87 5.35 1.91
O -0.02 4.51 1.56
H -7.57 -1.56 0.40
C 5.52 -1.01 1.67
C -3.49 5.30 0.19
H 5.11 -4.76 -2.78
C 1.15 -6.75 -1.41
C 3.43 4.50 0.44
C 0.12 -5.88 -2.02
H 5.78 -0.23 1.15
H -1.99 3.05 2.07
C -6.84 0.50 -1.73
H -6.42 7.67 2.61
H 1.38 -3.60 -6.32
C 6.70 -4.98 -1.24
C 2.89 2.53 4.30
C 3.30 3.19 -0.36
H -4.55 -4.54 -1.13
H 4.82 -5.68 -1.43
O 1.04 3.80 7.19
H -4.14 -2.13 -2.87
H 8.53 -6.15 -1.26
C 2.06 1.38 3.93
H 7.03 -7.15 -1.16
O -2.74 -1.18 -1.02
C -1.03 0.30 -0.09
O -3.92 2.96 -0.38
C 1.07 -1.74 -0.97
H 3.01 0.56 -0.01
H 3.63 -1.28 -4.79
O -1.20 -3.25 -6.17
C -0.42 -2.52 -5.67
O 3.29 -2.08 -5.22
C -7.04 -0.63 0.71
O -5.05 0.55 -0.16
H -0.54 5.10 4.91
O -6.81 5.23 2.78
C 2.23 3.23 -1.45
H 5.56 -2.04 1.04
C -5.81 -3.11 -2.20
C 5.23 -4.85 -1.75
O 0.29 -0.14 4.34
H -0.48 6.27 3.57
O 3.21 4.45 5.81
H 1.47 2.88 -1.07
*
```

---

Entry 2:
2 unconnected molecules or ions with the total composition C4H9NO2 in a non-equilibrium geometry. Source: OMol25; level of theory: wB97M-V/def2-TZVPD.

Output
Kohn-Sham gap in eV: 10.8
ΔE to the lowest compared entry with this formula, charge and spin in kJ/mol: 381.8
Maximum force in eV/A: 2.23
HOMO in Eh: -0.3647
SMILES string: C/N=C/OCC=O.[H][H]

ORCA input file:
```
! RIJCOSX wB97M-V def2-TZVPD def2/J DEFGRID3
* xyz 0 1
H 3.39 0.14 -0.44
H 1.06 0.56 2.83
H -2.44 0.14 -2.74
H 0.65 1.59 0.71
C -2.10 -0.73 -2.18
C -1.30 -0.55 -0.02
H 1.07 0.05 -0.27
H -2.98 -1.22 -1.75
C 0.72 0.44 0.69
N -1.08 -0.31 -1.23
H -2.18 -1.05 0.38
C 1.58 0.73 1.87
O -0.48 -0.23 1.02
H 3.45 0.57 0.17
H -1.66 -1.42 -2.91
O 2.65 1.29 1.78
*
```

---

Entry 3:
5 unconnected molecules or ions with the total composition C10H14BCl12F5NO3 in a non-equilibrium geometry. Source: OMol25; level of theory: wB97M-V/def2-TZVPD.

Output
Kohn-Sham gap in eV: 4.9
Maximum force in eV/A: 2.61
HOMO in Eh: -0.1078

ORCA input file:
```
! RIJCOSX wB97M-V def2-TZVPD def2/J DEFGRID3
* xyz -1 1
Cl 4.35 2.69 -4.89
O -0.17 1.30 2.51
Cl -3.56 -0.10 1.86
C 5.25 -1.96 3.17
Cl 7.03 1.58 -4.67
C 0.37 -0.33 -0.27
Cl -3.74 -2.44 3.58
F 2.77 -0.94 -0.58
Cl 6.06 -3.50 2.88
H 5.74 -1.19 2.58
H 2.18 -0.32 2.26
F 3.03 -0.26 -3.04
H -1.59 -1.22 -0.71
O 2.18 0.65 2.14
F 1.16 -2.21 -1.53
H -3.03 2.66 -1.58
Cl 5.59 1.42 -7.19
Cl -7.23 -1.13 2.00
H -1.01 3.57 -0.77
F 0.93 -0.72 -3.67
Cl -1.33 -1.97 2.01
C -2.04 2.09 -1.71
H -0.98 -0.31 -2.16
H 5.02 0.45 -5.13
H -8.70 -2.18 3.50
N -0.86 3.02 -1.64
C -2.66 -1.21 2.90
H -1.04 3.70 -2.40
C -1.05 -0.26 -1.03
H -2.23 -0.64 3.72
C 1.51 -0.85 -1.23
H -0.61 2.12 2.23
C 1.66 -0.12 -2.63
O 0.72 1.05 0.15
F 1.40 1.23 -2.66
B 0.91 1.01 1.57
C -1.99 0.94 -0.57
Cl 3.55 -2.04 2.69
C -7.62 -2.07 3.45
H -2.00 1.63 -2.75
H -1.79 1.34 0.46
H -3.06 0.52 -0.55
Cl -6.90 -3.68 3.36
Cl 5.39 -1.50 4.88
Cl -7.08 -1.22 4.90
C 5.44 1.41 -5.43
*
```

---

Entry 4:
A single C5H15N2 molecule in a non-equilibrium geometry. Source: OMol25; level of theory: wB97M-V/def2-TZVPD.

Output
Kohn-Sham gap (alpha / beta) in eV: 4.4 / 10.3
ΔE to the lowest compared entry with this formula, charge and spin in kJ/mol: 361.9
Maximum force in eV/A: 5.76
HOMO (alpha / beta) in Eh: -0.1274 / -0.3491

ORCA input file:
```
! RIJCOSX wB97M-V def2-TZVPD def2/J DEFGRID3
* xyz 0 2
H 1.43 -0.64 -1.21
C -1.39 0.16 -0.70
C 2.40 0.37 0.33
H -3.46 -0.78 1.15
H 2.24 0.41 1.48
C -2.09 -1.12 -0.47
C 1.09 -0.44 -0.18
N -2.46 -1.15 1.09
H -1.88 -0.53 1.70
H 0.98 -1.47 0.23
H 3.45 2.16 -0.26
N -0.17 0.25 0.15
H 2.09 2.65 0.36
H 0.11 1.19 0.26
H -1.66 -2.26 -0.58
H -2.53 -2.21 1.32
C 2.47 1.87 -0.18
H -1.14 0.27 -1.74
H 3.43 -0.09 0.07
H 2.21 1.74 -1.31
H -2.90 -1.31 -1.13
H -2.22 0.92 -0.39
*
```

---

Entry 5:
A molecular structure, C2H5Be2Br2Cl5CsF3LiNO12P2S3 in a non-equilibrium geometry. Source: OMol25; level of theory: wB97M-V/def2-TZVPD.

Output
Kohn-Sham gap in eV: 1.7
Maximum force in eV/A: 6.20
HOMO in Eh: -0.2762

ORCA input file:
```
! RIJCOSX wB97M-V def2-TZVPD def2/J DEFGRID3
* xyz 0 1
H -3.47 1.78 3.34
F -5.12 -0.95 -0.63
Br 0.55 -0.13 5.16
S -2.65 -1.63 -2.03
Be 0.57 0.02 -0.77
H 3.65 0.43 1.56
O -4.04 -0.24 1.33
O -4.67 2.14 -2.28
S -3.83 -1.19 0.26
O 0.13 -1.91 1.42
S 2.68 0.54 0.56
Br -0.02 -4.45 0.87
H -1.90 1.71 4.19
Cl 7.50 -0.56 -3.14
O -2.21 -3.01 -1.96
O -3.70 -1.35 -2.97
Cl -3.71 1.97 5.68
F 0.63 -4.56 3.34
Cl 4.90 0.44 -2.29
O 2.07 -1.11 2.94
Cl 6.33 1.75 -4.46
O -2.24 1.69 -2.60
Cl -2.61 3.93 3.82
C -2.87 2.21 4.15
F -1.41 -0.96 -2.77
H 0.60 -2.81 1.59
H 5.50 -0.45 -4.39
Li 4.90 -0.66 0.45
O -3.26 3.81 -3.47
Be 9.78 0.39 -3.88
O -3.79 1.63 -4.56
P 0.77 -0.66 2.30
O 1.10 0.62 1.21
N -2.64 -0.80 -0.69
P -3.49 2.32 -3.23
Cs 4.20 2.48 1.50
O -0.26 -0.07 3.50
O -3.96 -2.58 0.64
C 5.99 0.21 -3.67
*
```

---

Entry 6:
7 unconnected molecules or ions with the total composition C27H55IN3O18 in a non-equilibrium geometry. Source: OMol25; level of theory: wB97M-V/def2-TZVPD.

Output
Kohn-Sham gap in eV: 9.3
Maximum force in eV/A: 3.43
HOMO in Eh: -0.4514

ORCA input file:
```
! RIJCOSX wB97M-V def2-TZVPD def2/J DEFGRID3
* xyz 1 1
H 5.60 6.01 -2.65
H -3.23 3.02 -6.80
C -2.14 0.04 -6.23
H 3.48 -2.42 3.82
H 0.90 0.86 -0.78
H -1.95 -7.90 7.40
C -2.60 -5.76 6.03
C -3.76 0.67 6.21
C 0.06 -0.19 0.68
O 3.47 2.91 -1.82
C 1.17 1.84 1.51
H 2.15 2.10 1.10
H -3.20 5.81 -13.32
C -2.44 -8.04 6.43
C 6.00 -2.33 4.52
H 7.68 -4.16 5.40
H 4.55 1.30 -2.56
I -1.91 -0.49 1.44
O -2.50 3.30 -10.67
H -3.10 -8.90 6.48
O -2.36 -0.57 -7.24
H -1.33 -0.10 -1.63
H -2.55 5.76 -11.67
H -0.74 -1.73 4.97
O -3.48 -4.79 5.74
H -2.42 1.99 -7.98
O 6.93 -2.22 5.47
C -1.15 1.12 -11.35
O -1.46 2.14 -12.31
C 0.22 2.28 0.38
N 0.94 0.09 3.12
N 0.00 0.97 -0.32
H 4.36 -1.23 2.82
H -0.02 -2.66 2.43
H -3.70 -2.81 5.38
H -2.34 2.27 -0.41
O -2.36 4.03 -12.81
H 0.77 2.85 -0.35
C -2.90 -3.50 5.61
C -5.27 -0.55 7.50
H -0.67 2.77 0.73
H -1.62 2.10 5.69
C 4.91 6.09 -1.81
O -3.98 1.67 6.83
C -2.16 1.85 -1.39
H -0.60 0.35 -11.89
H -0.53 1.52 -10.56
H -1.69 -8.20 5.66
H 3.00 0.94 -1.80
H -2.44 -3.19 6.55
C 0.89 -2.39 2.95
H -4.01 1.52 -7.34
C -0.96 0.90 -1.47
H -0.48 -1.99 -6.03
H -2.92 2.52 4.55
H -3.05 1.29 -1.66
H 0.90 -1.61 5.60
C 4.47 3.81 -1.77
C 0.68 -1.07 3.59
H 8.70 -2.93 6.16
H -2.07 2.63 -2.13
H 4.34 7.01 -1.89
C -2.22 1.75 4.85
H -1.56 1.51 4.02
O 5.04 -1.43 4.76
H -0.04 -0.11 5.32
C -3.06 1.99 -7.11
O -3.26 -6.91 6.12
C 3.98 -1.45 3.82
H 5.45 6.08 -0.87
H -6.10 0.13 7.30
H 8.55 -2.96 4.40
H -0.75 -2.11 -4.28
O -2.43 1.32 -6.01
H 3.28 -0.68 4.11
H -4.08 4.93 -12.05
H -2.07 0.69 -10.94
H 1.01 -3.16 3.70
O -4.33 -0.52 6.42
C 1.15 0.26 1.67
H -2.08 -2.45 -5.40
H -0.39 1.15 -2.36
N 0.53 -1.36 -0.01
C 3.90 1.56 -1.74
O 5.63 3.53 -1.65
H -5.65 -1.57 7.55
C -2.14 3.17 -11.82
C -1.20 -1.84 -5.23
O 3.95 5.02 -1.86
C 8.03 -3.13 5.34
O -2.91 0.54 5.19
H 2.18 -0.01 1.42
O -1.56 -0.46 -5.13
H -4.79 -0.30 8.44
H -2.17 -3.48 4.81
H 4.39 1.38 -0.78
O 6.01 -3.11 3.60
C 0.15 -1.12 4.99
O -1.42 -5.60 6.17
H 1.68 -2.43 2.21
H 0.98 2.36 2.43
H -0.11 -1.73 -0.70
H 1.47 -1.26 -0.37
C -3.09 5.20 -12.42
*
```

---

What did the sixth record say?
7 unconnected molecules or ions with the total composition C27H55IN3O18 in a non-equilibrium geometry. Source: OMol25; level of theory: wB97M-V/def2-TZVPD.

Output
Kohn-Sham gap in eV: 9.3
Maximum force in eV/A: 3.43
HOMO in Eh: -0.4514

ORCA input file:
```
! RIJCOSX wB97M-V def2-TZVPD def2/J DEFGRID3
* xyz 1 1
H 5.60 6.01 -2.65
H -3.23 3.02 -6.80
C -2.14 0.04 -6.23
H 3.48 -2.42 3.82
H 0.90 0.86 -0.78
H -1.95 -7.90 7.40
C -2.60 -5.76 6.03
C -3.76 0.67 6.21
C 0.06 -0.19 0.68
O 3.47 2.91 -1.82
C 1.17 1.84 1.51
H 2.15 2.10 1.10
H -3.20 5.81 -13.32
C -2.44 -8.04 6.43
C 6.00 -2.33 4.52
H 7.68 -4.16 5.40
H 4.55 1.30 -2.56
I -1.91 -0.49 1.44
O -2.50 3.30 -10.67
H -3.10 -8.90 6.48
O -2.36 -0.57 -7.24
H -1.33 -0.10 -1.63
H -2.55 5.76 -11.67
H -0.74 -1.73 4.97
O -3.48 -4.79 5.74
H -2.42 1.99 -7.98
O 6.93 -2.22 5.47
C -1.15 1.12 -11.35
O -1.46 2.14 -12.31
C 0.22 2.28 0.38
N 0.94 0.09 3.12
N 0.00 0.97 -0.32
H 4.36 -1.23 2.82
H -0.02 -2.66 2.43
H -3.70 -2.81 5.38
H -2.34 2.27 -0.41
O -2.36 4.03 -12.81
H 0.77 2.85 -0.35
C -2.90 -3.50 5.61
C -5.27 -0.55 7.50
H -0.67 2.77 0.73
H -1.62 2.10 5.69
C 4.91 6.09 -1.81
O -3.98 1.67 6.83
C -2.16 1.85 -1.39
H -0.60 0.35 -11.89
H -0.53 1.52 -10.56
H -1.69 -8.20 5.66
H 3.00 0.94 -1.80
H -2.44 -3.19 6.55
C 0.89 -2.39 2.95
H -4.01 1.52 -7.34
C -0.96 0.90 -1.47
H -0.48 -1.99 -6.03
H -2.92 2.52 4.55
H -3.05 1.29 -1.66
H 0.90 -1.61 5.60
C 4.47 3.81 -1.77
C 0.68 -1.07 3.59
H 8.70 -2.93 6.16
H -2.07 2.63 -2.13
H 4.34 7.01 -1.89
C -2.22 1.75 4.85
H -1.56 1.51 4.02
O 5.04 -1.43 4.76
H -0.04 -0.11 5.32
C -3.06 1.99 -7.11
O -3.26 -6.91 6.12
C 3.98 -1.45 3.82
H 5.45 6.08 -0.87
H -6.10 0.13 7.30
H 8.55 -2.96 4.40
H -0.75 -2.11 -4.28
O -2.43 1.32 -6.01
H 3.28 -0.68 4.11
H -4.08 4.93 -12.05
H -2.07 0.69 -10.94
H 1.01 -3.16 3.70
O -4.33 -0.52 6.42
C 1.15 0.26 1.67
H -2.08 -2.45 -5.40
H -0.39 1.15 -2.36
N 0.53 -1.36 -0.01
C 3.90 1.56 -1.74
O 5.63 3.53 -1.65
H -5.65 -1.57 7.55
C -2.14 3.17 -11.82
C -1.20 -1.84 -5.23
O 3.95 5.02 -1.86
C 8.03 -3.13 5.34
O -2.91 0.54 5.19
H 2.18 -0.01 1.42
O -1.56 -0.46 -5.13
H -4.79 -0.30 8.44
H -2.17 -3.48 4.81
H 4.39 1.38 -0.78
O 6.01 -3.11 3.60
C 0.15 -1.12 4.99
O -1.42 -5.60 6.17
H 1.68 -2.43 2.21
H 0.98 2.36 2.43
H -0.11 -1.73 -0.70
H 1.47 -1.26 -0.37
C -3.09 5.20 -12.42
*
```